(1)
Below is a cluster of 4 separate species, C26H46NO9 in total, with properties calculated with wB97M-V/def2-TZVPD.

```
82
C26H46NO9, DFT wB97M-V/def2-TZVPD
C 5.55 -2.38 -1.20
C 4.97 -1.22 -0.41
C 5.64 0.12 -0.73
C 5.22 1.28 0.19
C 4.63 2.47 -0.56
C 3.20 2.20 -1.01
C 2.60 3.34 -1.83
C 1.14 3.14 -2.24
C 0.89 1.90 -3.11
C -0.43 1.17 -2.86
N -0.46 0.31 -1.65
C 0.09 0.49 -0.50
C -0.16 -0.66 0.41
C -1.38 -1.30 -0.23
C -1.15 -1.01 -1.70
H 6.61 -2.51 -0.98
H 5.05 -3.32 -0.97
H 5.46 -2.20 -2.27
H 5.05 -1.42 0.66
H 3.90 -1.13 -0.62
H 5.42 0.38 -1.77
H 6.73 -0.02 -0.68
H 4.46 0.91 0.90
H 6.06 1.60 0.81
H 4.66 3.37 0.06
H 5.24 2.68 -1.45
H 3.20 1.27 -1.60
H 2.59 2.03 -0.12
H 2.67 4.26 -1.24
H 3.21 3.50 -2.73
H 0.79 4.03 -2.77
H 0.52 3.11 -1.34
H 0.87 2.20 -4.16
H 1.70 1.18 -3.02
H -0.64 0.48 -3.67
H -1.27 1.86 -2.78
H 0.64 1.39 -0.26
H -0.24 -0.39 1.45
H 0.73 -1.30 0.32
H -2.28 -0.77 0.09
H -1.48 -2.35 0.02
H -0.44 -1.71 -2.15
H -2.03 -0.95 -2.33
C -3.94 -1.55 4.27
C -3.70 -2.59 3.22
C -3.71 -4.04 3.68
O -2.80 -4.65 2.75
C -1.98 -3.71 2.27
O -1.04 -3.92 1.55
O -2.36 -2.49 2.67
H -3.69 -0.56 3.89
H -5.00 -1.55 4.55
H -3.35 -1.74 5.17
H -4.39 -2.49 2.38
H -4.67 -4.52 3.59
H -3.31 -4.16 4.69
C -2.76 -4.91 -1.61
C -3.42 -5.44 -0.37
C -4.35 -6.63 -0.54
O -5.30 -6.42 0.52
C -5.33 -5.12 0.82
O -6.11 -4.60 1.56
O -4.34 -4.46 0.17
H -2.32 -3.94 -1.41
H -1.96 -5.59 -1.92
H -3.48 -4.82 -2.43
H -2.69 -5.64 0.41
H -3.89 -7.60 -0.41
H -4.88 -6.59 -1.50
C -1.00 7.50 -0.14
C -0.74 6.46 0.91
C 0.36 6.77 1.92
O 0.86 5.46 2.24
C 0.60 4.65 1.21
O 1.05 3.55 1.08
O -0.22 5.24 0.32
H -1.62 7.07 -0.93
H -1.53 8.34 0.29
H -0.07 7.86 -0.58
H -1.65 6.18 1.44
H 0.03 7.25 2.83
H 1.17 7.34 1.46
```

The charge is +1. As for the total energy: -1750.06967 Eh. Its LUMO energy is -2.956 eV. The HOMO-LUMO gap comes out at 0.365 hartree.

(2)
Below is a structure of composition C26H47BF6N2OP2PdS2Sb at a distorted geometry, with properties calculated with wB97M-V/def2-TZVPD.

```
89
C26H47BF6N2OP2PdS2Sb, DFT wB97M-V/def2-TZVPD
Pd 0.17 0.09 -0.43
C 0.66 -3.34 -0.80
C 2.08 -2.89 -0.45
C 2.84 -2.54 -1.73
C 2.79 -4.02 0.31
P 1.80 -1.29 0.46
C 1.19 -1.88 2.15
N -0.02 -1.14 2.37
B -0.61 -0.37 1.31
N -1.93 -0.06 1.76
C -2.90 0.56 0.91
P -1.91 1.15 -0.59
C -2.88 0.48 -2.05
C -2.16 0.92 -3.33
C -4.35 0.87 -2.10
C -2.72 -1.04 -1.90
C -2.09 3.01 -0.35
C -1.11 3.33 0.79
C -1.66 3.74 -1.63
C -3.50 3.49 0.03
C -2.10 -0.55 3.04
C -3.17 -0.48 3.91
C -3.03 -1.04 5.18
C -1.86 -1.67 5.56
C -0.78 -1.78 4.68
C -0.90 -1.22 3.42
C 3.39 -0.41 0.97
C 2.91 0.70 1.91
C 4.43 -1.29 1.65
C 4.01 0.25 -0.27
H 0.69 -4.25 -1.41
H 0.16 -2.59 -1.40
H 0.06 -3.55 0.09
H 2.66 -3.29 -2.50
H 3.92 -2.48 -1.55
H 2.49 -1.59 -2.13
H 2.96 -4.82 -0.41
H 2.17 -4.42 1.11
H 3.75 -3.72 0.72
H 1.92 -1.74 2.95
H 0.96 -2.95 2.09
H -3.42 1.37 1.42
H -3.65 -0.17 0.59
H -2.44 1.93 -3.64
H -2.40 0.23 -4.14
H -1.07 0.88 -3.20
H -4.47 1.93 -2.34
H -4.88 0.65 -1.17
H -4.83 0.29 -2.90
H -1.68 -1.30 -1.67
H -2.95 -1.54 -2.85
H -3.37 -1.46 -1.13
H -0.10 3.01 0.51
H -1.39 2.81 1.71
H -1.09 4.41 0.99
H -0.77 3.27 -2.06
H -1.41 4.78 -1.41
H -2.46 3.72 -2.37
H -3.71 3.34 1.09
H -4.27 2.99 -0.55
H -3.57 4.56 -0.17
H -4.10 0.00 3.62
H -3.86 -0.99 5.88
H -1.78 -2.09 6.55
H 0.13 -2.28 4.98
H 2.53 0.30 2.86
H 2.12 1.27 1.43
H 3.74 1.37 2.14
H 4.03 -1.82 2.52
H 5.26 -0.66 1.99
H 4.84 -2.02 0.95
H 3.23 0.69 -0.89
H 4.57 -0.46 -0.87
H 4.68 1.06 0.04
C 3.24 4.29 1.13
O 2.40 3.39 0.44
C 2.19 3.56 -0.90
S 2.65 4.97 -1.66
S 1.44 2.26 -1.66
H 3.09 4.10 2.19
H 2.98 5.32 0.89
H 4.28 4.13 0.85
F 0.45 -0.62 -2.56
Sb -0.27 -2.59 -4.47
F -0.61 -3.96 -5.80
F 1.69 -3.46 -4.59
F -1.13 -4.11 -3.12
F 0.12 -1.43 -6.09
F -2.27 -2.07 -4.88
```

The spin multiplicity is 2. The charge is -2. As for the total energy: -3675.23147 Eh. Its LUMO energy (spin up / spin down) is 3.944 / 3.172 eV. The HOMO-LUMO gap (spin up / spin down) comes out at 0.234 / 0.206 hartree.